Entry from the Open Molecules 2025 dataset: a 2-piece molecular cluster, C3H10NS3 overall (ωB97M-V/def2-TZVPD).

Last column: Löwdin charge in e.
Cartesian coordinates (Å):
C  -1.90  1.14  0.66  0.020
C  -0.30  1.03  0.40  -0.187
C  -0.39  -0.40  0.02  0.013
N  1.44  -1.15  -0.90  -1.321
S  2.46  -0.75  0.47  0.695
S  1.45  -0.05  -2.28  0.697
S  1.39  -2.89  -1.30  0.729
H  -2.03  2.20  0.63  0.096
H  -2.52  0.67  -0.01  0.063
H  -1.95  0.75  1.66  0.095
H  0.31  1.21  1.17  0.075
H  -0.16  1.64  -0.38  0.062
H  -0.51  -1.06  0.77  0.073
H  -0.97  -0.62  -0.82  0.086
H  3.69  -0.51  -0.30  -0.032
H  2.74  -0.43  -2.87  -0.035
H  0.38  -3.18  -0.46  -0.128

Results
E in Eh: -1369.18902
Energy relative to the best compared isomer or geometry (same formula, charge and spin) in kJ/mol: 337.2
Molar mass in g mol⁻¹: 156.321
Charge: +1